DFT (ωB97M-V/def2-TZVPD) results for a 6-piece molecular cluster, C41H67F3N5O19S overall in a non-equilibrium geometry.

- LUMO (eV) = -2.34
- E_HOMO (eV) = -10.996
- net charge = +1
- frontier orbital gap (Eh) = 0.3182
- multiplicity = 1

XYZ file:
```
136
Properties=species:S:1:pos:R:3:forces:R:3
C -5.4412 2.0115 -2.2743 -0.04 0.01 0.16
C -4.1967 1.2522 -1.8019 0.10 0.05 0.08
C -4.5410 -0.1753 -1.3485 0.20 0.46 -0.32
C -3.6130 -0.8061 -0.2778 -0.02 -0.01 0.33
C -4.2097 -0.4456 1.1066 0.28 -0.23 -0.67
F -3.5382 -1.0312 2.1207 -0.41 -0.07 0.16
F -5.4810 -0.8654 1.2022 -0.05 0.38 0.25
F -4.1908 0.8705 1.3257 -0.42 0.03 0.08
C -3.6414 -2.3643 -0.5102 0.02 0.06 0.12
C -4.6821 -3.2141 0.2196 0.11 -0.29 -0.08
C -4.7605 -4.6331 -0.3553 0.02 0.33 -0.10
O -5.0676 -4.4676 -1.7256 -0.06 -0.08 -0.01
N -2.2579 -2.9113 -0.2649 -0.11 -0.08 0.38
C -1.2320 -2.3836 -1.2546 0.03 -0.65 -0.10
N -1.3889 -3.2470 -2.3912 0.18 0.46 -0.22
C -0.7266 -4.5572 -2.3094 0.15 0.06 0.05
C -1.4086 -5.6086 -3.1842 0.13 -0.11 -0.20
C -1.5853 -0.9309 -1.5338 0.01 0.23 -0.37
C -0.4385 -0.1215 -2.1698 -0.20 0.30 -0.05
C 1.0196 -0.3161 -1.7449 0.32 -0.01 0.00
C 1.7120 -1.4282 -2.5509 -0.08 -0.02 -0.20
C 3.0196 -1.9904 -2.0056 0.15 0.12 0.27
C 4.2521 -1.0788 -2.2013 -0.10 -0.02 -0.12
C 4.9669 -0.6453 -0.9260 -0.03 -0.05 -0.04
C 4.2999 0.5265 -0.2210 -0.14 -0.11 -0.24
S 5.5319 1.3150 0.8561 -0.02 -0.03 -0.08
C 4.4172 2.4411 1.5451 -0.98 1.32 -0.75
N 3.6341 3.3364 0.9566 0.86 -1.33 1.03
N 2.8633 3.9007 1.9694 1.04 -0.96 1.40
C 3.2866 3.3302 3.0793 -1.05 0.95 -0.97
O 4.2293 2.4052 2.8873 -0.01 0.19 -0.14
N -2.2264 -0.3212 -0.3803 -0.29 -0.27 -0.10
C -1.4662 0.1848 0.7531 0.21 0.22 -0.03
C -0.8100 -0.7972 1.7379 0.27 -0.01 -0.09
C -0.1854 -0.0290 2.8968 -0.42 0.04 0.23
O -0.3432 -0.8060 4.0934 0.44 -0.91 -1.06
C 0.0026 -0.1618 5.2389 1.11 -3.53 -0.55
C 0.8717 -0.9978 6.1106 0.11 -0.31 0.36
O -0.3876 0.8977 5.4584 -1.27 4.61 1.10
H -5.1809 2.8248 -2.9518 0.01 -0.02 0.04
H -6.1472 1.3552 -2.7875 0.08 0.00 -0.07
H -5.9643 2.4538 -1.4206 0.00 -0.10 -0.09
H -3.4623 1.2198 -2.6134 0.01 -0.06 0.12
H -3.7274 1.7965 -0.9807 0.03 0.05 -0.07
H -4.5425 -0.8188 -2.2287 -0.19 -0.03 0.00
H -5.5622 -0.1643 -0.9867 -0.12 -0.21 0.09
H -3.7976 -2.5480 -1.5755 0.07 0.10 0.08
H -4.5249 -3.2373 1.3024 0.02 0.02 -0.08
H -5.6460 -2.7436 0.0262 0.02 -0.10 0.07
H -5.5090 -5.2069 0.1977 -0.05 0.05 -0.11
H -3.8157 -5.1880 -0.2546 0.02 -0.02 0.12
H -5.5943 -5.1931 -2.0735 0.02 -0.05 0.07
H -2.3194 -3.9172 -0.4214 0.08 -0.07 0.06
H -1.9523 -2.7700 0.7005 -0.10 0.19 -0.01
H -0.2509 -2.4576 -0.7712 -0.08 -0.12 0.19
H -1.0844 -2.7461 -3.2183 -0.22 -0.10 -0.12
H -0.7414 -4.8741 -1.2615 -0.01 -0.02 0.01
H 0.3314 -4.4596 -2.5726 0.05 -0.09 0.10
H -1.5153 -6.5585 -2.6596 -0.03 0.06 0.03
H -0.8288 -5.8253 -4.0849 -0.10 0.14 0.05
H -2.3947 -5.2587 -3.4880 -0.03 -0.05 0.06
H -2.3675 -0.9633 -2.3070 0.12 0.02 0.11
H -0.7433 0.9220 -2.0503 0.07 -0.03 -0.04
H -0.4709 -0.3113 -3.2472 -0.06 0.06 -0.01
H 1.5409 0.6309 -1.9386 -0.05 -0.17 0.12
H 1.1339 -0.4939 -0.6730 -0.12 -0.08 0.13
H 1.9227 -1.0221 -3.5487 -0.22 -0.18 -0.02
H 1.0220 -2.2720 -2.6866 0.02 0.17 -0.03
H 2.8975 -2.2230 -0.9389 0.02 -0.01 -0.04
H 3.2095 -2.9458 -2.5042 -0.04 0.07 0.08
H 3.9580 -0.1870 -2.7679 0.05 -0.04 -0.01
H 4.9826 -1.6051 -2.8183 -0.07 0.01 -0.04
H 5.9985 -0.3794 -1.1655 -0.03 -0.03 0.02
H 5.0162 -1.4930 -0.2388 0.21 0.02 0.01
H 3.9270 1.2784 -0.9225 0.14 -0.10 0.04
H 3.4632 0.1976 0.3971 -0.04 0.01 0.01
H 2.9509 3.5026 4.0903 -0.01 0.07 -0.10
H -2.1218 0.8440 1.3201 0.20 -0.07 -0.02
H -0.6983 0.8632 0.3612 0.00 -0.18 -0.08
H -0.0536 -1.4180 1.2469 0.06 0.06 -0.03
H -1.5422 -1.4654 2.1854 0.06 0.01 -0.01
H 0.8791 0.1537 2.7446 0.07 0.06 -0.08
H -0.6893 0.9307 3.0321 0.04 0.02 -0.03
H 1.7347 -1.3519 5.5470 0.00 0.03 0.01
H 1.1892 -0.4200 6.9761 -0.04 -0.09 -0.03
H 0.3174 -1.8828 6.4347 0.05 0.07 0.00
C 10.9714 0.7432 0.0899 -0.07 0.11 0.11
C 9.9812 1.6174 0.8434 0.10 -0.14 0.02
O 8.7325 0.9700 0.5485 0.00 0.25 0.08
C 8.9738 -0.3139 0.2202 -0.09 0.02 -0.08
O 8.1181 -1.1320 0.0682 0.04 -0.02 0.00
O 10.2888 -0.5277 0.0745 0.21 -0.05 -0.04
H 11.9323 0.6416 0.5840 -0.03 -0.13 0.05
H 11.1162 1.0777 -0.9327 0.00 -0.02 -0.03
H 10.1337 1.5875 1.9228 0.02 0.01 0.01
H 9.9524 2.6481 0.5041 -0.07 -0.02 -0.09
C -6.2737 0.1947 4.6581 0.00 0.15 -0.08
C -6.6605 1.6556 4.4775 0.07 -0.10 0.05
O -8.0867 1.5730 4.4110 -0.05 0.16 -0.05
C -8.4950 0.4412 5.0299 0.12 0.02 -0.11
O -9.6203 0.1621 5.2690 -0.06 -0.02 0.03
O -7.4232 -0.3396 5.3150 0.07 -0.17 0.08
H -5.3893 0.0421 5.2702 -0.06 -0.01 0.09
H -6.1512 -0.3182 3.7019 0.02 0.01 -0.01
H -6.3790 2.2685 5.3344 -0.01 -0.01 0.01
H -6.2793 2.1081 3.5663 -0.06 -0.02 -0.04
C 1.1171 8.0185 1.7508 -0.05 -0.11 0.07
C 0.7744 6.5772 2.0951 0.02 0.12 -0.08
O -0.6522 6.6379 2.2236 -0.03 -0.16 0.08
C -1.1137 7.6905 1.5093 0.15 -0.06 0.03
O -2.2570 7.9011 1.2749 -0.07 0.01 -0.02
O -0.0800 8.4581 1.0990 0.05 0.17 -0.08
H 1.9604 8.1250 1.0754 -0.05 -0.01 -0.08
H 1.2773 8.6334 2.6376 0.00 -0.01 0.01
H 1.0296 5.8812 1.2977 0.03 0.00 0.00
H 1.2109 6.2254 3.0245 -0.06 0.02 0.05
C 11.2159 2.3720 -5.2298 -0.07 -0.06 0.09
C 10.1454 2.0485 -4.1962 0.13 0.07 -0.08
O 10.8990 2.0913 -2.9773 -0.23 -0.09 0.00
C 11.9971 2.8674 -3.1635 -0.09 -0.05 0.06
O 12.7116 3.2205 -2.2847 0.04 0.02 0.00
O 12.1371 3.1628 -4.4671 0.10 0.07 -0.15
H 10.8589 2.9496 -6.0765 0.01 0.08 0.03
H 11.7344 1.4805 -5.5834 -0.01 -0.02 0.00
H 9.3657 2.8095 -4.1499 0.00 0.01 -0.02
H 9.6968 1.0665 -4.3122 0.06 -0.04 0.04
C -8.6383 -1.6985 -0.4811 -0.05 -0.11 -0.12
C -8.7196 -3.2037 -0.6888 0.06 0.11 0.01
O -8.1985 -3.3553 -2.0176 -0.05 -0.17 -0.02
C -7.4244 -2.2919 -2.3130 0.01 0.03 0.14
O -6.7159 -2.1909 -3.2592 0.02 -0.02 -0.06
O -7.5501 -1.3455 -1.3507 -0.06 0.11 0.16
H -8.4054 -1.4005 0.5371 0.08 0.00 -0.01
H -9.5341 -1.1791 -0.8195 -0.03 -0.01 0.00
H -8.0728 -3.7511 0.0004 -0.01 0.00 0.02
H -9.7251 -3.6091 -0.6420 -0.02 0.01 -0.08
```
Positions in Å, forces in eV/Å.